# 1
The following is a DFT calculation (ωB97M-V/def2-TZVPD) of 14 unconnected molecules or ions with the total composition C19H57FN26O13.

Cartesian coordinates (Å):
F: 3.665 -5.733 -3.298
C: 3.434 -4.435 -3.158
C: 3.546 -3.560 -4.229
C: 3.294 -2.231 -4.012
C: 2.984 -1.735 -2.778
C: 2.964 -2.633 -1.685
C: 3.199 -4.003 -1.785
H: 3.848 -3.787 -5.231
H: 3.200 -1.575 -4.882
H: 2.732 -0.623 -2.576
H: 2.664 -2.244 -0.724
H: 3.279 -4.736 -1.041
C: -0.053 4.513 -1.259
O: 0.445 3.551 -1.834
N: 0.719 5.238 -0.388
N: -1.347 4.967 -1.335
H: 0.250 5.689 0.416
H: 1.612 4.814 -0.290
H: -2.001 4.430 -1.907
H: -1.807 5.403 -0.536
C: -4.057 2.376 -1.409
O: -3.949 3.600 -1.482
N: -3.031 1.474 -1.358
N: -5.286 1.835 -1.285
H: -3.259 0.480 -1.218
H: -2.064 1.792 -1.149
H: -5.443 0.876 -1.760
H: -6.016 2.403 -1.633
C: 3.871 -0.486 2.832
O: 4.796 0.433 2.748
N: 3.878 -1.444 3.787
N: 2.727 -0.466 2.057
H: 3.115 -2.129 3.747
H: 4.693 -1.618 4.397
H: 2.571 0.249 1.401
H: 2.116 -1.273 2.119
C: -0.668 0.614 -4.758
O: 0.287 -0.046 -4.169
N: -0.887 1.908 -4.445
N: -1.409 0.082 -5.729
H: -0.143 2.373 -3.830
H: -1.466 2.575 -4.881
H: -1.415 -0.934 -5.733
H: -2.301 0.436 -6.015
C: -0.240 -0.109 -0.091
O: -0.798 -1.162 0.074
N: -0.073 0.804 0.862
N: 0.366 0.244 -1.266
H: 0.449 1.643 0.808
H: -0.641 0.701 1.674
H: 0.757 1.191 -1.311
H: 0.357 -0.296 -2.115
C: 1.762 2.677 4.394
O: 0.788 2.550 5.162
N: 1.863 3.526 3.327
N: 2.814 1.847 4.604
H: 2.552 3.351 2.648
H: 0.953 3.930 3.066
H: 3.600 1.733 4.028
H: 2.674 1.295 5.461
C: 0.111 -1.755 3.629
O: 1.064 -2.460 3.282
N: -1.050 -2.445 3.862
N: 0.063 -0.418 3.778
H: -1.913 -1.991 4.015
H: -0.978 -3.417 4.130
H: 0.835 0.175 3.558
H: -0.732 0.029 4.224
C: -3.914 -1.770 -2.792
O: -4.775 -1.118 -2.207
N: -2.901 -2.331 -2.082
N: -3.952 -2.148 -4.089
H: -2.835 -2.044 -1.113
H: -1.993 -2.410 -2.461
H: -4.778 -1.832 -4.549
H: -3.125 -2.481 -4.573
C: 3.180 2.212 -0.221
O: 2.360 2.494 0.687
N: 4.346 1.656 0.075
N: 2.952 2.392 -1.577
H: 4.999 1.256 -0.586
H: 4.481 1.263 1.006
H: 3.765 2.329 -2.180
H: 2.136 2.879 -1.905
C: -1.804 4.576 2.325
O: -1.607 5.545 1.539
N: -1.271 4.526 3.580
N: -2.560 3.460 2.002
H: -1.425 3.697 4.144
H: -1.132 5.430 4.089
H: -3.103 3.546 1.123
H: -2.957 2.982 2.783
C: -0.822 -3.595 -4.965
O: -1.569 -2.914 -5.624
N: -1.084 -4.922 -4.783
N: 0.227 -3.103 -4.203
H: -1.810 -5.265 -5.367
H: -0.732 -5.385 -3.997
H: 0.807 -3.656 -3.579
H: 0.554 -2.125 -4.364
C: -2.647 1.182 5.817
O: -2.583 0.923 4.595
N: -1.668 1.855 6.436
N: -3.613 0.800 6.734
H: -1.775 2.207 7.387
H: -0.783 2.199 5.970
H: -4.426 0.329 6.366
H: -3.611 1.014 7.689
C: 0.356 -5.265 -0.361
O: 0.412 -5.199 -1.568
N: 0.196 -4.129 0.386
N: 0.451 -6.455 0.377
H: 0.067 -3.219 -0.097
H: 0.201 -3.953 1.379
H: 0.817 -6.353 1.323
H: 1.081 -7.137 -0.074

HOMO energy (eV): -8.85
Energy (hartree): -3260.46985
HOMO-LUMO gap (eV): 9.12
Energy above the lowest of the compared OMol25 structures with the same formula, charge and spin (kcal/mol): 0.0


# 2
The following is a DFT calculation (ωB97M-V/def2-TZVPD) of a gas-phase ion, C4H5O3S (charge -1).

Cartesian coordinates (Å):
C: -1.927 1.094 -0.018
C: -0.665 0.660 -0.512
C: 0.163 -0.257 0.152
C: -0.403 -1.667 0.412
S: 1.966 0.083 0.055
O: 2.447 0.766 1.293
O: 1.972 0.991 -1.114
O: 2.532 -1.245 -0.101
H: -2.418 1.907 -0.400
H: -2.235 0.634 0.935
H: -0.246 1.408 -1.210
H: 0.159 -2.593 0.586
H: -1.346 -1.782 -0.077

HOMO energy (spin up / spin down) (eV): -4.83 / -4.82
Energy (hartree): -779.28903
Total charge: -1
SMILES: C=CC(=C)S(=O)(=O)[O-]
HOMO-LUMO gap (spin up / spin down) (eV): 8.29 / 8.29
Energy above the lowest of the compared OMol25 structures with the same formula, charge and spin (kcal/mol): 65.2


# 3
The following is a DFT calculation (ωB97M-V/def2-TZVPD) of a single C21H29NO3 molecule.

Cartesian coordinates (Å):
C: -0.725 1.088 -3.088
O: -0.910 1.784 -1.867
C: 0.078 2.713 -1.599
C: -0.096 4.042 -1.966
C: 0.878 4.966 -1.644
C: 2.021 4.591 -0.956
C: 2.198 3.264 -0.580
O: 3.262 2.785 0.119
C: 4.322 3.661 0.419
C: 1.221 2.320 -0.914
C: 1.415 0.864 -0.568
O: 1.831 0.064 -1.381
N: 1.055 0.601 0.702
C: 0.990 -0.696 1.367
C: 2.281 -1.471 1.112
C: -0.317 -1.466 1.018
C: -0.273 -2.111 -0.370
C: -1.589 -2.837 -0.653
C: -1.801 -3.933 0.390
C: -1.860 -3.300 1.779
C: -3.026 -2.315 1.841
C: -2.812 -1.225 0.794
C: -2.752 -1.849 -0.598
C: -1.502 -0.489 1.067
C: -0.551 -2.564 2.064
H: -0.730 1.779 -3.937
H: 0.213 0.527 -3.083
H: -1.566 0.401 -3.173
H: -0.993 4.334 -2.490
H: 0.751 6.000 -1.928
H: 2.761 5.337 -0.719
H: 3.999 4.473 1.079
H: 4.764 4.083 -0.489
H: 5.066 3.054 0.933
H: 0.683 1.379 1.222
H: 0.939 -0.466 2.440
H: 3.123 -0.896 1.493
H: 2.260 -2.430 1.620
H: 2.429 -1.622 0.049
H: 0.547 -2.829 -0.421
H: -0.099 -1.349 -1.128
H: -1.540 -3.287 -1.650
H: -0.982 -4.654 0.344
H: -2.731 -4.469 0.186
H: -2.003 -4.083 2.533
H: -3.966 -2.838 1.650
H: -3.086 -1.871 2.837
H: -3.640 -0.508 0.838
H: -2.610 -1.065 -1.344
H: -3.690 -2.363 -0.820
H: -1.545 -0.010 2.050
H: -1.374 0.289 0.311
H: -0.591 -2.122 3.063
H: 0.272 -3.280 2.047

HOMO energy (eV): -8.72
Energy (hartree): -1098.11709
SMILES: COc1cccc(OC)c1C(=O)N[C@H](C)[C@]12C[C@H]3C[C@H](C[C@H](C3)C1)C2
HOMO-LUMO gap (eV): 9.43
Energy above the lowest of the compared OMol25 structures with the same formula, charge and spin (kcal/mol): 3.4


# 4
The following is a DFT calculation (ωB97M-V/def2-TZVPD) of a molecular structure, C5H9MgO4Pb.

Cartesian coordinates (Å):
O: -0.300 -1.737 -0.384
C: -1.448 -1.545 0.356
C: -1.588 -0.093 0.784
O: -1.262 0.742 -0.330
C: -2.262 0.827 -1.341
Pb: 0.542 1.903 -0.507
H: -1.633 -2.168 1.252
H: -2.302 -1.781 -0.313
H: -0.922 0.155 1.623
H: -2.612 0.118 1.131
H: -2.063 1.677 -2.005
H: -2.225 -0.077 -1.963
H: -3.249 0.947 -0.871
O: 3.358 -1.524 0.316
C: 4.063 -0.501 0.599
C: 3.287 0.807 0.474
O: 1.917 0.668 0.210
Mg: 1.468 -1.178 -0.209
H: 3.832 1.427 -0.265
H: 3.401 1.333 1.444

HOMO energy (spin up / spin down) (eV): -6.16 / -6.68
Energy (hartree): -889.72558
Multiplicity: 2
HOMO-LUMO gap (spin up / spin down) (eV): 6.34 / 6.20
Energy above the lowest of the compared OMol25 structures with the same formula, charge and spin (kcal/mol): 0.0